This record from the OMol25 dataset describes 3 unconnected molecules or ions with the total composition CH8N2O3. The level of theory is wB97M-V/def2-TZVPD.

Computed properties:
ΔE to the lowest compared entry with this formula, charge and spin = 0.633 eV
Max |F| = 1.37 eV Å⁻¹
Gap between HOMO and LUMO = 11.0 eV
Energy = -378.16428 a.u.
HOMO energy = -10.393 eV

Element x y z (Å)
N  2.61077  1.92310  -1.43282
C  1.37919  1.71671  -0.89760
N  0.31414  2.10002  -1.67755
O  1.19571  1.18581  0.18355
H  2.67113  2.29340  -2.35729
H  3.43007  1.74689  -0.88915
H  -0.61231  1.82567  -1.44428
H  0.52135  2.53775  -2.54583
O  0.20330  -1.39215  1.61595
H  0.53651  -0.56856  1.21194
H  -0.15908  -1.85747  0.87627
O  -3.96397  -3.91685  2.03968
H  -3.79484  -3.11636  2.56833
H  -4.33198  -4.47797  2.74879